1.
Molecular formula: C24H45N4O7P2
Method: DFT, wB97M-V/def2-TZVPD

## Properties
Energy: -2369.3655 Eh
HOMO-LUMO gap: 6.77 eV
Charge: +1

Positions of all 82 atoms, in Å:
C1 1.581559 2.176961 1.870038
C2 0.134378 2.218433 1.130059
O1 -0.590727 0.976525 1.275987
C3 -1.963738 1.091632 0.840143
C4 -2.424694 -0.113697 -0.167764
C5 -1.280806 -1.234132 -0.340143
C6 -1.379422 -2.674865 0.333957
P1 -2.948775 -3.022993 1.310703
C7 -2.781114 -4.530256 2.438871
O2 -3.186613 -1.686693 2.417589
C8 -0.193449 -3.632729 0.119934
O3 -0.239547 -4.945545 0.727225
C9 1.099355 -3.286787 -0.731936
N1 2.125775 -4.289680 -0.785934
C10 3.217509 -3.798203 -1.558845
C11 4.495330 -4.792029 -1.680293
C12 4.797900 -5.278636 -3.179205
C13 6.268346 -4.943972 -3.731755
O4 7.284462 -4.802780 -2.714846
C14 8.213229 -3.733978 -3.011517
C15 3.296051 -2.406388 -2.253285
P2 4.852202 -1.875816 -3.247208
O5 4.410190 -0.380858 -4.010181
O6 6.040960 -1.511824 -2.061669
N2 2.250935 -1.435660 -2.182015
C16 1.148828 -1.890492 -1.384695
C17 -0.052853 -0.873504 -1.195416
C18 0.063161 0.548764 -1.914480
C19 -0.336107 0.335768 -3.479649
N3 -1.691584 -0.248871 -3.669652
H1 1.498082 2.042111 2.998758
H2 2.043208 3.220806 1.685926
H3 2.284386 1.423059 1.365142
H4 0.374186 2.488589 0.033045
H5 -0.435932 3.130894 1.551404
H6 -2.195111 2.129944 0.379141
H7 -2.618417 0.990913 1.792360
H8 -3.422517 -0.532922 0.188310
H9 -2.634113 0.414174 -1.173896
H10 -1.730465 -4.690230 2.863844
H11 -3.155328 -5.438770 1.834288
H12 -3.527653 -4.397230 3.306497
H13 -4.124473 -1.791311 2.704136
H14 -0.942945 -5.470062 0.284220
H15 4.252132 -5.744866 -1.071501
H16 5.352761 -4.251474 -1.158730
H17 4.625325 -6.408687 -3.341325
H18 4.049753 -4.747557 -3.879772
H19 6.204120 -4.050456 -4.457185
H20 6.592475 -5.841465 -4.391645
H21 7.767640 -2.864401 -3.602443
H22 8.668294 -3.269941 -2.055248
H23 9.098333 -4.148948 -3.620046
H24 4.379150 0.263912 -3.253539
H25 5.518308 -1.314369 -1.241485
H26 1.172153 0.852882 -1.900252
H27 -0.630520 1.350812 -1.499272
H28 -0.365729 1.396483 -3.933256
H29 0.501445 -0.286376 -3.970484
H30 -1.759324 -1.213509 -3.324065
H31 -2.424739 0.359207 -3.288513
C20 -3.306630 5.834660 1.802459
N4 -4.496339 5.468560 2.679804
C21 -5.762267 5.780706 1.902268
C22 -4.472481 6.306803 3.932749
C23 -4.508042 3.961853 3.003589
C24 -3.308757 3.474518 3.819042
O7 -2.091905 3.701730 3.120386
H32 -3.488802 6.826602 1.385963
H33 -2.409883 5.875002 2.417884
H34 -3.222448 5.096163 1.006711
H35 -5.770831 6.846197 1.669961
H36 -6.620075 5.522874 2.524805
H37 -5.757489 5.190128 0.985936
H38 -3.535185 6.131611 4.460907
H39 -5.322436 6.022035 4.554806
H40 -4.542800 7.357010 3.646998
H41 -4.547141 3.445575 2.043004
H42 -5.431238 3.769508 3.557288
H43 -3.409323 2.395735 3.985522
H44 -3.259112 3.962104 4.793374
H45 -1.362047 3.471722 3.718116

Forces on the atoms, in the same order (eV/Å):
-0.5 0.6 -0.8
1.6 1.1 0.2
-0.4 1.7 -0.7
-1.1 -0.5 0.7
0.7 0.5 -0.4
2.7 -1.0 -1.5
4.2 0.9 -1.2
-0.9 0.1 -0.2
0.4 -0.3 0.5
0.1 -1.3 -0.4
-1.3 1.7 -0.3
-0.3 2.0 -1.5
-1.7 0.5 0.8
1.1 5.1 -3.0
-0.6 -0.5 0.4
-1.2 -0.2 0.5
0.1 0.4 -0.6
0.0 -1.0 -1.5
-0.6 1.6 -0.7
1.4 0.5 -0.1
-2.5 0.9 2.0
0.4 0.3 -1.4
0.6 -1.2 3.2
-3.1 0.2 0.1
0.7 -4.7 2.2
-1.2 0.1 0.4
-1.4 -1.7 2.0
0.4 -1.5 -0.8
0.2 0.8 0.6
1.0 0.2 -0.2
0.1 -0.1 -1.6
-0.7 -1.6 0.3
-1.2 0.9 1.0
-0.6 -0.7 1.5
0.6 -1.6 -0.5
0.6 -1.6 0.5
1.0 0.2 -1.4
1.6 0.4 -0.4
0.5 -1.2 1.5
-1.6 0.1 -0.6
0.8 1.4 0.9
1.1 0.0 -1.4
1.0 0.1 -0.4
0.7 0.6 0.3
0.3 1.8 -0.7
-0.8 -0.9 -1.0
0.1 1.8 0.7
1.2 -0.8 1.0
0.3 -1.2 1.5
-0.6 1.3 0.9
0.3 -1.3 0.8
-1.0 -1.0 -1.3
-1.3 0.6 0.8
-0.3 -0.3 -1.2
1.0 -0.1 -0.6
-1.7 -0.2 0.2
1.1 -1.2 -0.3
0.2 -1.7 0.4
-1.6 0.9 0.6
-0.1 0.8 0.0
0.5 -0.6 -0.2
-0.3 0.3 0.3
0.0 -0.1 -0.3
0.4 -0.2 0.4
0.0 -0.3 -0.3
0.5 0.4 0.1
0.3 -0.1 -0.1
0.0 0.1 0.3
-0.1 -0.1 0.0
-0.2 -0.3 -0.2
0.1 0.1 0.1
0.0 -0.1 0.0
0.1 0.0 -0.1
0.0 0.1 0.1
-0.1 0.0 -0.1
0.1 0.1 -0.1
0.0 -0.1 0.0
0.0 0.1 0.0
0.1 0.0 -0.1
-0.4 0.1 0.0
-0.3 0.0 0.1
-0.2 0.0 -0.3

=====

2.
Molecular formula: C24H47Cl2FP2Pm
Method: DFT, wB97M-V/def2-TZVPD

## Properties
⟨S²⟩: 6.01
Energy: -3253.8487 Eh
HOMO-LUMO gap (spin up / spin down): 6.18 / 6.21 eV
Charge: -1
2S+1: 5

Positions of all 77 atoms, in Å:
Pm1 0.052094 -0.559640 -0.316221
Cl1 -0.006006 0.068960 -2.685521
P1 -2.288306 -0.893040 -0.543721
C1 -2.771306 -1.774840 -2.143821
C2 -3.235806 -1.824440 0.766179
C3 -3.077206 0.793360 -0.768821
C4 -1.782706 -2.842040 -2.594421
H1 -2.720406 -0.965440 -2.873021
C5 -4.183706 -2.353540 -2.152621
H2 -4.225406 -3.312140 -1.640221
H3 -4.485906 -2.531640 -3.185021
H4 -4.930606 -1.706240 -1.706121
H5 -0.924606 -2.403740 -3.088921
H6 -2.275906 -3.506640 -3.305421
H7 -1.428206 -3.452240 -1.766921
H8 -2.571506 1.106960 -1.684621
C6 -2.709206 1.794460 0.320679
C7 -4.577106 0.807760 -1.019721
H9 -4.836506 0.468860 -2.018021
H10 -4.949806 1.827960 -0.920221
H11 -5.119006 0.198160 -0.297021
H12 -1.842306 1.479760 0.894879
H13 -3.530906 1.963560 1.010979
H14 -2.470906 2.753460 -0.139321
C8 -2.621906 -3.204340 0.976579
H15 -4.231906 -1.960040 0.344279
C9 -3.393506 -1.074240 2.082079
H16 -2.793106 -3.869640 0.135179
H17 -3.068806 -3.669040 1.856279
H18 -1.551506 -3.135740 1.138079
H19 -2.464106 -0.621140 2.408279
H20 -3.709706 -1.775140 2.855979
H21 -4.153006 -0.301340 2.018479
Cl2 0.110494 -1.160840 1.923579
H22 0.273194 -1.982140 -1.078921
P2 2.383894 -0.128240 -0.456621
C10 2.797594 1.492160 -1.337021
C11 3.419994 -0.057440 1.093479
C12 3.122994 -1.406040 -1.612921
C13 1.799694 2.615460 -1.087621
H23 2.702994 1.210560 -2.386321
C14 4.213694 2.007760 -1.094121
H24 4.293094 2.523860 -0.139821
H25 4.462794 2.733160 -1.869121
H26 4.976194 1.236760 -1.118721
H27 0.882394 2.462160 -1.642821
H28 2.236894 3.559160 -1.417721
H29 1.550194 2.720560 -0.034221
H30 2.569494 -1.165540 -2.523121
C15 2.782094 -2.844340 -1.238821
C16 4.609394 -1.274140 -1.907021
H31 4.836794 -0.423340 -2.541921
H32 4.952694 -2.166040 -2.432421
H33 5.202494 -1.193040 -0.996521
H34 2.029294 -2.902140 -0.457721
H35 3.657794 -3.395240 -0.907421
H36 2.389094 -3.359140 -2.115421
C17 2.864094 0.994160 2.047779
H37 4.401194 0.278460 0.757179
C18 3.608894 -1.400440 1.786179
H38 3.185394 1.999960 1.792479
H39 3.214794 0.786260 3.059379
H40 1.779494 0.980060 2.056679
H41 2.664294 -1.890640 1.994079
H42 4.115894 -1.241440 2.738779
H43 4.227494 -2.073540 1.200979
F1 -0.599406 5.298760 4.088679
C19 -0.423006 4.248260 3.249679
C20 -0.451706 4.438560 1.876579
C21 -0.282706 3.355660 1.011279
C22 -0.005206 2.016860 1.468879
C23 -0.093506 1.881760 2.897979
C24 -0.263306 2.968460 3.758479
H44 -0.629906 5.427660 1.474179
H45 -0.384606 3.570560 -0.043021
H46 -0.016806 0.921160 3.375779
H47 -0.287806 2.808560 4.829079

Forces on the atoms, in the same order (eV/Å):
-0.9 6.5 2.8
-0.1 1.1 -2.8
-7.7 -1.6 -0.9
-0.4 0.3 0.2
-0.6 0.1 -0.4
-0.2 -0.3 -0.2
0.0 -0.3 -0.1
-0.1 0.1 0.0
-0.1 0.0 -0.1
0.0 -0.1 0.1
0.0 -0.1 -0.1
-0.1 0.1 0.1
0.2 0.0 0.1
-0.1 -0.1 -0.1
0.1 0.0 0.0
0.0 0.0 -0.1
-0.3 -0.3 -0.1
-0.2 0.0 -0.2
-0.1 -0.1 -0.1
0.0 0.1 0.0
0.0 0.0 0.1
-0.1 0.1 0.0
-0.2 -0.1 0.2
0.0 0.0 0.1
0.0 0.0 0.0
-0.2 -0.1 0.1
0.1 0.1 0.0
0.0 0.0 -0.2
0.0 0.0 0.1
0.2 0.0 0.1
0.2 0.1 0.1
0.0 0.0 0.1
-0.1 0.2 -0.1
0.1 -2.0 4.5
0.7 -5.3 -2.4
7.6 1.6 -0.5
0.3 -0.3 0.0
0.6 0.1 -0.4
0.2 0.5 0.0
0.3 0.1 0.2
0.1 -0.1 -0.1
0.1 0.0 -0.1
0.0 0.0 0.2
0.0 0.1 -0.1
0.1 -0.1 0.0
-0.2 -0.1 0.0
0.1 0.1 -0.1
0.2 -0.1 -0.2
0.0 0.0 0.0
-0.1 -0.3 0.2
0.2 0.0 -0.1
0.0 0.2 0.0
0.1 -0.1 -0.1
0.1 0.0 0.1
0.0 -0.2 -0.1
0.3 0.0 0.1
-0.1 -0.1 0.1
0.1 -0.3 0.1
0.3 -0.1 0.1
0.0 -0.1 -0.1
-0.1 0.2 -0.1
0.1 0.0 0.1
0.2 0.0 0.0
-0.2 -0.1 0.1
0.0 0.0 0.1
0.1 -0.2 -0.2
0.0 0.3 0.2
0.1 -1.1 -0.7
-0.1 0.1 -0.1
0.5 -0.8 1.8
-0.6 0.8 0.6
0.0 1.4 -1.4
-0.2 0.3 0.1
0.0 0.2 0.1
0.1 0.0 -0.2
0.2 -0.4 0.0
0.0 0.1 0.1